1.
Density functional theory data (ωB97M-V with the def2-TZVPD basis set) for a molecular structure, C8H8CrNO6 at a distorted geometry.

ORCA input file:
```
! wB97M-V def2-TZVPD RIJCOSX def2/J DEFGRID3
* xyz 2 4
O 0.31 -5.23 -2.89
C 0.71 -4.21 -2.57
Cr 0.26 0.42 -1.83
O 2.40 -1.65 -1.48
C 1.61 -0.84 -1.61
C 1.23 1.88 -1.25
O 1.83 2.79 -0.89
C -1.31 1.32 -2.19
O -2.30 1.83 -2.44
C 0.72 0.55 -3.62
O 0.97 0.58 -4.74
H -0.56 -0.83 -2.33
C -1.82 -0.10 2.24
N -0.41 0.27 2.20
C 0.30 0.58 3.43
C 0.24 0.38 1.01
O -0.35 0.18 -0.04
H -2.22 -0.11 3.27
H -1.96 -1.11 1.79
H -2.42 0.64 1.66
H 1.16 -0.11 3.55
H 0.67 1.62 3.39
H -0.35 0.48 4.32
H 1.29 0.67 1.00
*
```

Energy, hartree: -1859.56008
Molecular weight, g/mol: 266.149
Lowest unoccupied orbital energy (alpha / beta), eV: -8.61 / -11.59
⟨S²⟩: 3.784
Frontier orbital gap (alpha / beta), eV: 9.084 / 6.051
E_HOMO (alpha / beta), Ha: -0.6504 / -0.6483



2.
Density functional theory data (ωB97M-V with the def2-TZVPD basis set) for a molecular structure, C27H66LiN3O19P at a distorted geometry.

ORCA input file:
```
! wB97M-V def2-TZVPD RIJCOSX def2/J DEFGRID3
* xyz 1 1
C 0.05 -3.87 2.55
N -0.43 -3.07 3.79
C -1.91 -3.03 3.69
C -0.05 -3.79 5.02
C 0.05 -1.67 3.83
C 1.62 -1.52 3.88
O 1.89 -0.21 3.48
H 0.95 -3.76 2.22
H -0.28 -3.44 1.54
H -0.23 -4.87 2.77
H -2.54 -3.96 3.57
H -2.17 -2.26 2.86
H -2.73 -2.72 4.46
H -0.51 -4.71 5.21
H -0.29 -3.15 5.99
H 1.06 -3.88 4.88
H -0.42 -1.04 4.64
H -0.29 -1.03 2.90
H 2.16 -2.35 3.27
H 1.96 -1.68 4.81
H 1.48 -0.06 2.43
C 1.62 2.77 -0.07
N 1.51 3.38 -1.41
C 1.18 2.25 -2.32
C 0.43 4.49 -1.33
C 2.75 4.07 -1.71
C 2.78 4.87 -2.99
O 4.03 5.37 -3.28
H 2.16 2.05 -0.10
H 0.72 2.38 0.55
H 1.73 3.40 0.77
H 1.45 2.43 -3.35
H 0.27 1.59 -2.25
H 1.82 1.39 -2.20
H 0.94 5.33 -0.59
H -0.50 4.10 -1.02
H 0.33 5.19 -2.15
H 3.31 3.27 -1.82
H 3.14 4.65 -0.96
H 2.19 5.74 -2.72
H 2.22 4.50 -3.92
H 4.79 4.79 -2.86
C 4.51 0.53 1.50
N 4.87 -0.39 0.25
C 4.40 0.40 -1.01
C 6.33 -0.69 0.36
C 4.12 -1.68 0.48
C 3.88 -2.60 -0.73
O 2.94 -3.62 -0.26
H 4.73 0.35 2.53
H 3.48 0.60 1.48
H 4.99 1.40 1.22
H 3.40 0.66 -0.95
H 4.85 0.08 -2.01
H 4.96 1.22 -1.07
H 6.73 -0.83 1.39
H 6.64 0.17 -0.11
H 6.59 -1.34 -0.33
H 3.02 -1.27 0.77
H 4.46 -2.15 1.49
H 4.67 -3.10 -1.12
H 3.35 -2.00 -1.51
H 2.24 -3.03 -0.01
Li -0.41 -2.17 -1.41
P 0.45 -0.77 -0.01
O -0.89 -1.18 0.02
O 0.84 -2.34 -0.14
O 0.96 0.10 1.09
O 0.74 -0.54 -1.44
C -7.52 -4.29 0.99
O -6.44 -4.39 0.07
C -5.23 -3.85 0.37
O -4.78 -3.77 1.55
O -4.47 -3.50 -0.74
C -3.18 -2.91 -0.50
H -7.53 -4.95 1.83
H -8.30 -4.60 0.45
H -7.67 -3.32 1.22
H -3.09 -1.94 0.05
H -2.83 -2.76 -1.49
H -2.50 -3.41 -0.05
C -3.15 5.48 -2.53
O -2.54 4.19 -2.55
C -3.13 3.11 -1.97
O -4.24 3.11 -1.51
O -2.36 2.05 -1.95
C -2.84 0.85 -1.70
H -2.81 5.94 -3.31
H -3.00 5.81 -1.59
H -4.02 5.36 -2.90
H -2.16 0.16 -2.09
H -3.77 0.85 -2.11
H -3.02 0.75 -0.77
C 1.64 -3.28 -3.59
O 0.64 -3.64 -4.54
C -0.66 -3.45 -4.33
O -1.19 -2.90 -3.21
O -1.54 -4.03 -5.15
C -2.82 -4.08 -4.86
H 1.80 -3.85 -2.60
H 1.33 -2.17 -3.30
H 2.62 -3.17 -4.18
H -3.47 -3.05 -4.76
H -2.97 -4.57 -3.78
H -3.51 -4.76 -5.46
C -2.95 6.48 2.33
O -3.00 5.22 1.65
C -2.16 4.28 2.09
O -1.47 4.54 3.09
O -2.40 3.03 1.81
C -1.56 2.04 2.32
H -2.04 6.93 2.50
H -3.33 6.25 3.37
H -3.62 7.01 1.82
H -1.85 1.82 3.33
H -0.55 2.24 2.63
H -1.52 1.37 1.56
*
```

Energy above the lowest of the compared OMol25 structures with the same formula, charge and spin, kcal/mol: 139.70
Energy, hartree: -3010.29688
Molecular weight, g/mol: 774.742
Lowest unoccupied orbital energy, eV: -2.39
Frontier orbital gap, eV: 6.050
E_HOMO, Ha: -0.3103



3.
Density functional theory data (ωB97M-V with the def2-TZVPD basis set) for C11H14N2 in the gas phase at a distorted geometry.

ORCA input file:
```
! wB97M-V def2-TZVPD RIJCOSX def2/J DEFGRID3
* xyz 0 1
C -2.53 0.94 0.45
C -0.63 -2.16 0.01
C 1.21 -1.37 0.91
C -0.90 -0.83 0.14
C 0.30 -0.23 0.75
C 0.49 0.96 1.66
C -2.19 -0.28 0.00
C 0.92 1.07 0.25
C -3.27 -1.12 -0.77
C 0.08 1.94 -0.69
C 2.40 1.09 -0.07
N -2.94 1.87 1.04
N 0.64 -2.46 0.38
H -1.24 -2.98 -0.29
H 2.27 -1.34 1.11
H -0.50 1.45 1.87
H 1.12 0.94 2.56
H -3.92 -0.25 -1.11
H -3.80 -1.89 -0.17
H -2.67 -1.38 -1.63
H -0.66 1.29 -1.05
H 0.82 2.18 -1.55
H -0.09 3.00 -0.49
H 2.71 0.29 -0.89
H 2.95 0.76 0.85
H 2.75 2.04 -0.45
H 1.02 -3.38 0.41
*
```

Energy above the lowest of the compared OMol25 structures with the same formula, charge and spin, kcal/mol: 103.92
Energy, hartree: -536.90445
Molecular weight, g/mol: 174.247
Lowest unoccupied orbital energy (alpha / beta), eV: 0.16 / -0.22
Frontier orbital gap (alpha / beta), eV: 6.787 / 6.155
E_HOMO (alpha / beta), Ha: -0.2435 / -0.2344